10 unconnected molecules or ions with the total composition C41H58I2N11. Source: the OMol25 dataset; level of theory: wB97M-V/def2-TZVPD.

Results
charge	+1
maximum force	2.40	eV/Å
HOMO-LUMO gap	7.8	eV

Last column: Mulliken charge in e.
Positions of all 112 atoms, in Å:
C  -1.17  2.75  3.83  -0.336
C  -1.25  4.14  3.16  -0.660
C  -1.05  4.08  1.61  -0.207
C  -2.32  4.35  0.77  -0.519
C  -3.60  3.58  1.21  -0.608
C  -3.73  2.23  0.45  -1.091
C  -2.85  1.23  1.20  0.378
C  -2.53  -0.07  0.40  -0.860
C  -1.29  0.06  -0.43  0.644
C  -0.95  1.21  -1.12  1.603
C  0.25  1.31  -1.87  -0.280
C  0.66  2.55  -2.61  -0.814
I  2.60  3.26  -2.04  0.138
C  -0.04  3.19  -3.55  0.370
C  0.49  4.45  -4.22  -1.395
I  -1.94  2.50  -4.24  0.069
N  1.06  0.30  -1.94  -1.240
N  0.69  -0.77  -1.29  0.739
C  -0.36  -1.01  -0.56  -0.073
C  -0.51  -2.33  0.14  -0.662
C  0.82  -2.82  0.77  -0.899
C  1.27  -2.04  2.00  0.435
C  0.85  -0.79  2.36  0.747
C  1.33  -0.12  3.47  -0.522
C  2.26  -0.73  4.27  -0.814
C  2.65  -2.01  3.94  -0.658
C  2.18  -2.67  2.84  -0.498
H  -1.00  2.80  4.91  0.512
H  -2.11  2.21  3.66  0.121
H  -0.37  2.18  3.33  -0.323
H  -2.25  4.58  3.33  0.242
H  -0.49  4.80  3.60  0.428
H  -0.34  4.89  1.36  0.520
H  -0.52  3.15  1.34  0.022
H  -2.12  4.04  -0.27  -0.170
H  -2.55  5.42  0.82  0.427
H  -3.64  3.34  2.28  0.595
H  -4.50  4.16  0.98  0.027
H  -4.77  1.88  0.48  0.425
H  -3.42  2.30  -0.61  0.503
H  -1.88  1.65  1.50  -0.834
H  -3.34  0.89  2.13  0.755
H  -2.52  -0.90  1.11  0.055
H  -3.38  -0.29  -0.28  0.485
H  -1.58  2.08  -1.07  -0.102
H  1.20  4.14  -4.99  0.306
H  0.98  5.11  -3.49  0.430
H  -0.33  5.04  -4.64  0.398
H  1.35  -1.54  -1.35  0.320
H  -0.82  -3.09  -0.60  0.410
H  -1.27  -2.32  0.93  0.198
H  1.67  -2.85  0.06  0.291
H  0.66  -3.86  1.09  0.457
H  0.11  -0.25  1.76  0.078
H  0.98  0.89  3.68  0.252
H  2.64  -0.18  5.13  0.443
H  3.38  -2.49  4.60  0.371
H  2.54  -3.68  2.65  0.212
C  3.92  -6.08  0.11  -0.981
C  2.79  -6.06  1.03  0.589
N  1.90  -6.04  1.76  -0.457
H  4.07  -5.11  -0.36  0.276
H  4.84  -6.35  0.63  0.318
H  3.77  -6.81  -0.68  0.325
C  0.24  -9.40  2.39  -0.185
C  1.03  -10.59  2.66  0.319
N  1.66  -11.53  2.88  -0.387
H  -0.25  -9.45  1.42  -0.072
H  -0.55  -9.27  3.14  0.279
H  0.85  -8.50  2.40  0.044
C  6.49  2.97  0.72  -0.844
C  5.89  4.03  -0.06  0.382
N  5.42  4.88  -0.68  -0.367
H  7.54  3.17  0.93  0.312
H  5.98  2.85  1.68  0.275
H  6.44  2.01  0.20  0.268
C  -0.36  -10.26  -2.12  -0.756
C  -0.88  -9.33  -1.13  0.481
N  -1.30  -8.59  -0.35  -0.502
H  -0.69  -11.27  -1.92  0.168
H  -0.68  -9.99  -3.13  0.326
H  0.73  -10.27  -2.11  0.252
C  4.41  2.66  -5.39  -0.448
C  5.27  2.89  -6.54  0.098
N  5.95  3.08  -7.45  -0.325
H  4.30  3.56  -4.79  0.144
H  3.42  2.34  -5.70  0.226
H  4.82  1.88  -4.74  0.313
C  4.89  8.30  -2.13  -0.590
C  4.60  9.61  -1.55  0.287
N  4.36  10.63  -1.09  -0.341
H  5.92  8.26  -2.49  0.268
H  4.77  7.50  -1.40  0.152
H  4.24  8.08  -2.97  0.233
C  -7.22  6.42  1.97  -0.932
C  -6.01  5.86  2.55  0.541
N  -5.05  5.42  3.01  -0.410
H  -8.02  5.68  1.96  0.275
H  -7.56  7.28  2.53  0.322
H  -7.05  6.73  0.94  0.260
C  -3.37  6.05  -3.30  -0.437
C  -4.69  5.99  -2.71  0.252
N  -5.75  5.96  -2.26  -0.404
H  -3.23  6.97  -3.87  0.372
H  -2.57  6.01  -2.55  0.207
H  -3.23  5.21  -3.98  0.007
C  -3.21  -13.04  0.18  -0.800
C  -1.80  -12.96  -0.19  0.444
N  -0.69  -12.90  -0.48  -0.467
H  -3.40  -12.48  1.09  0.261
H  -3.84  -12.63  -0.60  0.278
H  -3.51  -14.07  0.35  0.310


C5H5N in the gas phase. Source: the OMol25 dataset; level of theory: wB97M-V/def2-TZVPD.

Results
charge	0
maximum force	2.86	eV/Å
HOMO-LUMO gap	10.3	eV
relative energy (zero: lowest compared OMol25 entry of this formula, charge and spin)	349.29	kJ/mol
structure (SMILES)	CCC#CC#N

Last column: Mulliken charge in e.
Positions of all 11 atoms, in Å:
C  -1.42  -0.96  0.14  -0.960
C  -0.87  0.50  -0.02  -0.251
C  0.42  0.59  -0.61  -0.146
C  1.61  0.42  -0.78  -0.148
C  2.86  0.52  -0.18  0.390
N  3.89  0.60  0.35  -0.392
H  -1.18  -1.34  1.13  0.279
H  -0.97  -1.64  -0.59  0.338
H  -2.51  -1.02  0.02  0.315
H  -0.18  1.09  0.75  0.189
H  -1.65  1.24  -0.21  0.385


A molecular structure, C10H22LiO4. Source: the OMol25 dataset; level of theory: wB97M-V/def2-TZVPD.

Results
charge	-1
maximum force	1.95	eV/Å
HOMO-LUMO gap	5.5	eV
relative energy (zero: lowest compared OMol25 entry of this formula, charge and spin)	71.90	kJ/mol

Last column: Mulliken charge in e.
Positions of all 37 atoms, in Å:
Li  -1.43  -0.17  -0.64  0.993
C  -2.18  -2.86  -0.54  -0.452
O  -2.54  -1.74  -1.22  -0.863
H  -1.17  -2.79  -0.03  -0.051
H  -2.89  -3.14  0.28  0.207
H  -2.12  -3.77  -1.19  0.238
C  -2.48  2.68  -1.29  -0.560
O  -2.44  1.35  -1.58  -0.831
H  -3.15  3.26  -1.96  0.238
H  -2.89  2.91  -0.27  0.119
H  -1.46  3.16  -1.34  0.069
C  0.31  -0.78  2.93  -0.482
C  0.86  0.63  2.68  -0.480
C  -0.19  1.24  1.72  -0.299
O  -1.00  0.18  1.26  -0.280
C  -1.09  -0.78  2.29  -0.435
H  0.29  -1.08  3.98  0.392
H  0.90  -1.53  2.39  0.192
H  1.84  0.65  2.21  0.153
H  0.87  1.23  3.59  0.312
H  0.20  1.78  0.86  0.088
H  -0.83  1.96  2.25  0.388
H  -1.29  -1.75  1.83  0.101
H  -1.91  -0.56  2.98  0.279
C  2.60  0.65  -2.21  -0.608
C  2.87  -0.44  -1.19  -0.457
C  1.53  -1.18  -1.15  -0.298
O  0.55  -0.19  -1.36  -0.201
C  1.10  0.96  -1.99  -0.386
H  2.76  0.30  -3.23  0.292
H  3.20  1.55  -2.05  0.317
H  3.06  0.00  -0.20  0.152
H  3.69  -1.10  -1.45  0.382
H  1.36  -1.63  -0.17  0.056
H  1.49  -1.94  -1.94  0.277
H  1.01  1.82  -1.31  0.201
H  0.58  1.14  -2.93  0.237


7 unconnected molecules or ions with the total composition C42H101O24P3. Source: the OMol25 dataset; level of theory: wB97M-V/def2-TZVPD.

Results
charge	0
maximum force	2.84	eV/Å
HOMO-LUMO gap	9.3	eV
relative energy (zero: lowest compared OMol25 entry of this formula, charge and spin)	244.07	kJ/mol
structure (SMILES)	CCOP(=O)(OCC)OCC.CCOP(=O)(OCC)OCC.CCOP(=O)(OCC)OCC.COCCOCCOC.COCCOCCOC.COCCOCCOC.COCCOCCOC

Last column: Mulliken charge in e.
Positions of all 170 atoms, in Å:
C  17.97  -13.20  -14.25  -1.136
C  19.34  -13.84  -14.11  -0.196
O  19.60  -14.18  -12.75  -0.302
P  19.81  -15.62  -12.21  0.225
O  21.15  -16.16  -12.34  -0.797
O  19.32  -15.51  -10.72  0.293
C  20.15  -14.88  -9.77  -0.322
C  19.57  -15.05  -8.37  -0.974
O  18.69  -16.48  -12.87  -0.046
C  18.76  -17.97  -12.69  0.290
C  17.75  -18.62  -13.59  -1.206
H  17.72  -12.67  -15.16  0.430
H  17.17  -13.94  -14.10  0.229
H  17.75  -12.58  -13.36  0.282
H  19.45  -14.71  -14.76  0.280
H  20.00  -13.09  -14.57  0.359
H  21.11  -15.41  -9.75  0.341
H  20.31  -13.81  -9.88  0.251
H  18.59  -14.58  -8.26  0.306
H  19.42  -16.11  -8.16  0.069
H  20.30  -14.69  -7.64  0.429
H  19.73  -18.41  -12.90  0.415
H  18.40  -18.04  -11.65  -0.220
H  17.88  -18.53  -14.69  0.439
H  17.72  -19.69  -13.41  0.152
H  16.73  -18.21  -13.62  0.325
C  12.09  -16.83  -13.05  -1.409
C  11.93  -17.03  -11.51  -0.058
O  13.15  -16.51  -10.96  0.094
P  13.72  -16.99  -9.56  1.041
O  14.56  -16.06  -8.82  -0.635
O  12.44  -17.49  -8.78  -0.421
C  11.92  -16.61  -7.75  0.115
C  10.80  -15.76  -8.25  -0.960
O  14.46  -18.34  -9.93  -0.561
C  15.88  -18.27  -10.00  -0.503
C  16.67  -19.56  -9.78  0.727
H  12.50  -15.84  -13.21  0.266
H  12.69  -17.67  -13.40  0.332
H  11.09  -16.89  -13.48  0.416
H  11.13  -16.34  -11.23  0.180
H  11.71  -18.08  -11.35  0.400
H  11.65  -17.27  -6.92  0.450
H  12.68  -15.98  -7.29  -0.198
H  11.24  -15.17  -9.05  0.106
H  9.80  -16.19  -8.33  0.317
H  10.62  -15.02  -7.45  0.239
H  16.06  -18.07  -11.07  0.290
H  16.36  -17.44  -9.47  0.534
H  16.15  -20.29  -10.40  -0.309
H  17.66  -19.47  -10.20  -0.564
H  16.71  -19.87  -8.74  0.209
C  14.85  -22.80  -12.62  -1.173
C  16.32  -23.04  -12.71  -0.230
O  16.97  -22.63  -11.47  0.024
P  18.54  -22.56  -11.45  0.508
O  19.30  -22.23  -12.64  -0.747
O  19.02  -23.91  -10.79  -0.441
C  18.57  -25.21  -11.21  -0.404
C  17.47  -25.76  -10.33  -0.983
O  18.80  -21.48  -10.32  0.073
C  20.17  -21.23  -9.92  -0.361
C  20.08  -20.36  -8.68  -0.939
H  14.38  -22.90  -13.60  0.449
H  14.37  -23.38  -11.84  0.299
H  14.63  -21.74  -12.40  0.222
H  16.38  -24.10  -13.01  0.237
H  16.84  -22.48  -13.50  0.397
H  18.32  -25.27  -12.28  0.297
H  19.46  -25.86  -11.17  0.436
H  17.24  -26.78  -10.61  0.388
H  17.82  -25.69  -9.30  0.311
H  16.57  -25.15  -10.44  0.183
H  20.64  -22.17  -9.64  0.315
H  20.77  -20.80  -10.72  0.336
H  19.35  -19.56  -8.76  -0.020
H  19.74  -20.98  -7.85  0.318
H  21.06  -19.95  -8.41  0.463
C  14.24  -12.31  -9.68  -0.715
O  13.15  -11.91  -10.47  -0.265
C  13.21  -12.36  -11.80  -0.101
C  12.05  -11.97  -12.63  -0.785
O  10.84  -12.27  -12.03  -0.080
C  9.76  -11.87  -12.80  -0.560
C  8.50  -11.81  -11.96  -0.468
O  7.99  -13.05  -11.66  -0.331
C  7.61  -13.83  -12.78  -0.644
H  15.19  -12.14  -10.19  0.457
H  14.17  -13.30  -9.22  0.178
H  14.26  -11.63  -8.82  0.160
H  13.24  -13.47  -11.77  0.017
H  14.15  -11.99  -12.23  0.357
H  12.21  -12.41  -13.63  0.300
H  12.03  -10.88  -12.79  0.410
H  9.64  -12.46  -13.72  0.318
H  9.95  -10.86  -13.20  0.350
H  7.80  -11.16  -12.50  0.336
H  8.88  -11.28  -11.08  0.280
H  7.79  -13.41  -13.77  0.357
H  6.55  -14.06  -12.70  0.283
H  8.17  -14.77  -12.71  0.140
C  11.53  -22.21  -14.51  -0.778
O  10.16  -22.36  -14.34  -0.349
C  9.49  -21.40  -13.55  -0.370
C  8.06  -21.75  -13.28  -0.696
O  7.16  -21.48  -14.31  -0.295
C  7.54  -21.79  -15.61  -0.237
C  6.34  -21.59  -16.51  -0.690
O  5.94  -20.22  -16.35  -0.264
C  4.64  -19.93  -16.73  -0.775
H  11.82  -23.23  -14.78  0.288
H  12.10  -21.88  -13.64  0.277
H  11.85  -21.60  -15.36  0.347
H  9.62  -20.48  -14.14  0.351
H  10.00  -21.16  -12.60  0.434
H  7.65  -21.21  -12.44  0.350
H  8.02  -22.83  -13.09  0.295
H  7.96  -22.80  -15.71  0.329
H  8.32  -21.13  -16.05  0.206
H  5.58  -22.29  -16.13  0.359
H  6.58  -21.73  -17.57  0.386
H  4.33  -20.28  -17.73  0.292
H  4.47  -18.86  -16.67  0.241
H  3.96  -20.45  -16.03  0.309
C  11.09  -9.13  -7.77  -0.533
O  11.10  -9.52  -6.41  -0.456
C  11.86  -10.63  -6.13  -0.330
C  11.53  -11.86  -6.96  -0.158
O  12.17  -13.02  -6.44  -0.284
C  13.61  -13.12  -6.41  0.739
C  14.03  -13.53  -4.98  -0.714
O  14.53  -12.36  -4.35  -0.315
C  15.45  -12.69  -3.35  -0.831
H  12.04  -8.64  -8.01  0.257
H  10.32  -8.37  -7.90  0.262
H  10.91  -10.02  -8.37  0.184
H  11.85  -10.86  -5.07  0.270
H  12.90  -10.36  -6.39  0.336
H  11.89  -11.87  -7.99  0.079
H  10.45  -12.04  -6.89  0.261
H  14.16  -12.24  -6.74  0.439
H  13.88  -13.95  -7.08  -0.710
H  14.72  -14.37  -5.06  0.391
H  13.07  -13.76  -4.53  0.290
H  15.08  -13.41  -2.61  0.324
H  15.72  -11.76  -2.86  0.257
H  16.39  -13.09  -3.76  0.304
C  19.69  -18.65  -2.97  -0.786
O  18.74  -17.96  -3.70  -0.350
C  18.78  -18.27  -5.10  -0.692
C  17.48  -17.87  -5.72  0.128
O  16.46  -18.72  -5.25  -0.383
C  15.38  -18.91  -6.10  1.084
C  14.35  -19.86  -5.51  -0.889
O  14.80  -21.19  -5.50  -0.454
C  15.73  -21.53  -4.51  -0.544
H  20.47  -17.94  -2.66  0.264
H  20.26  -19.41  -3.52  0.330
H  19.30  -19.11  -2.07  0.274
H  18.88  -19.36  -5.22  0.297
H  19.66  -17.77  -5.55  0.408
H  17.63  -17.79  -6.80  0.172
H  17.11  -16.91  -5.35  0.145
H  15.80  -19.32  -7.01  -0.540
H  14.75  -18.00  -6.20  0.005
H  13.42  -19.85  -6.07  0.333
H  14.20  -19.50  -4.48  0.467
H  16.74  -21.23  -4.79  0.122
H  15.67  -22.59  -4.28  0.279
H  15.50  -21.00  -3.57  0.291


3 unconnected molecules or ions with the total composition C17H38N4O6P. Source: the OMol25 dataset; level of theory: wB97M-V/def2-TZVPD.

Results
charge	+1
maximum force	2.70	eV/Å
HOMO-LUMO gap	7.9	eV
relative energy (zero: lowest compared OMol25 entry of this formula, charge and spin)	32.61	kJ/mol

Last column: Mulliken charge in e.
Positions of all 66 atoms, in Å:
C  2.14  2.35  -1.84  -1.046
C  2.95  1.31  -2.60  -0.661
C  2.66  -0.11  -2.09  -0.596
C  1.39  -0.66  -2.76  -0.820
N  0.56  -1.41  -1.81  -0.030
C  -0.73  -1.50  -1.91  0.483
N  -1.47  -0.92  -2.87  -0.456
C  -2.71  -1.24  -2.62  0.338
C  -3.85  -0.80  -3.45  -0.697
C  -4.25  0.66  -3.14  0.124
C  -3.75  1.34  -1.92  -0.571
O  -3.32  1.64  -3.33  -0.396
N  -2.81  -2.03  -1.55  -0.193
N  -1.53  -2.20  -1.04  0.539
P  -1.00  -3.04  0.35  0.585
O  0.37  -3.46  0.11  -0.665
O  -2.01  -4.23  0.57  -0.438
O  -1.13  -2.06  1.57  -0.466
H  2.36  2.29  -0.78  0.317
H  1.07  2.18  -1.96  0.325
H  2.35  3.35  -2.22  0.275
H  2.65  1.36  -3.65  0.325
H  4.01  1.53  -2.53  0.341
H  3.49  -0.76  -2.36  0.367
H  2.53  -0.08  -1.01  0.422
H  1.66  -1.33  -3.58  0.225
H  0.81  0.14  -3.20  0.510
H  1.03  -1.90  -1.05  0.326
H  -4.74  -1.41  -3.30  0.366
H  -3.52  -0.80  -4.49  0.282
H  -5.28  0.90  -3.41  0.417
H  -4.35  2.17  -1.58  0.344
H  -2.79  1.15  -1.47  0.221
H  -3.65  -2.42  -1.16  0.212
H  -2.95  -4.06  0.45  0.333
H  -1.98  -2.06  2.04  0.357
C  -4.95  -2.47  5.91  -1.049
C  -5.36  -2.96  4.54  -0.349
O  -4.27  -3.22  3.66  -0.417
C  -3.34  -4.20  4.10  -0.167
C  -3.91  -5.58  4.32  -1.179
H  -4.35  -1.56  5.83  0.292
H  -5.83  -2.25  6.51  0.402
H  -4.36  -3.20  6.46  0.272
H  -5.95  -2.20  4.04  0.320
H  -5.99  -3.85  4.62  0.321
H  -2.81  -3.86  4.99  0.312
H  -2.59  -4.24  3.30  0.239
H  -4.65  -5.59  5.12  0.305
H  -3.12  -6.28  4.59  0.399
H  -4.41  -5.95  3.42  0.300
C  7.29  3.54  0.11  -1.035
C  6.86  4.20  -1.19  -0.349
O  5.46  4.37  -1.33  -0.403
C  4.84  5.17  -0.34  -0.230
C  5.36  6.60  -0.28  -1.172
H  6.81  2.57  0.23  0.266
H  8.37  3.41  0.12  0.398
H  7.03  4.15  0.98  0.265
H  7.16  3.57  -2.03  0.345
H  7.38  5.16  -1.32  0.317
H  4.91  4.70  0.64  0.318
H  3.78  5.18  -0.61  0.285
H  6.41  6.64  -0.01  0.283
H  4.80  7.17  0.46  0.398
H  5.24  7.09  -1.25  0.318


A molecular structure, C4H6N2O. Source: the OMol25 dataset; level of theory: wB97M-V/def2-TZVPD.

Results
charge	0
maximum force	5.12	eV/Å
HOMO-LUMO gap	10.3	eV
relative energy (zero: lowest compared OMol25 entry of this formula, charge and spin)	544.53	kJ/mol

Last column: Mulliken charge in e.
Positions of all 13 atoms, in Å:
C  1.60  0.54  0.12  -0.505
C  0.18  -0.85  0.31  0.042
C  -1.27  -1.17  -0.04  -0.318
C  0.14  0.50  -0.40  0.088
H  1.54  0.88  1.15  0.296
H  2.42  0.98  -0.51  0.303
H  0.07  -0.59  1.34  0.380
H  -1.81  -2.13  -0.41  0.327
H  -1.59  1.77  -0.19  0.268
H  0.14  0.15  -1.49  0.329
N  -1.93  -0.13  0.04  -0.373
N  -1.02  1.05  0.17  -0.368
O  1.53  -0.99  -0.10  -0.469


no.,DFT total energy (eV),molecular weight (g/mol)
1,-76040.1491,958.80
2,-6752.2878,79.10
3,-19121.3458,213.22
4,-122196.8722,1083.17
5,-45773.9022,425.49
6,-9267.8582,98.11